1.
Computed, not measured: an isolated molecule of C2H7N3S, with the ωB97M-V functional and the def2-TZVPD basis.

```
13
C2H7N3S (the ωB97M-V functional and the def2-TZVPD basis)
H -0.020 1.272 -1.774
H -0.551 1.143 0.621
H -0.471 -1.595 -0.581
N -0.445 -0.435 1.715
H 1.153 0.796 2.015
H 0.627 -0.140 -2.427
S 1.656 -0.799 0.377
H -0.881 0.007 2.441
C -0.084 -0.624 -0.517
C -0.115 0.232 -1.792
N -0.858 0.132 0.520
H -0.969 0.178 -2.463
N 0.958 -0.166 1.863
```

The value obtained for the strongest force on any atom is 4.98 eV/Å. The value obtained for the LUMO energy (spin up / spin down) is 0.97 / -2.03 eV. As for the energy: -17486.2372 eV. For the gap between HOMO and LUMO (spin up / spin down), the calculation gives 5.714 / 7.637 eV. As for the HOMO energy (spin up / spin down): -0.174 / -0.355 Eh. As for the spin multiplicity: 3.

2.
Computed, not measured: a cluster of 10 separate species, C28H58Br8N6O4 in total, with the ωB97M-V functional and the def2-TZVPD basis.

```
104
C28H58Br8N6O4 (the ωB97M-V functional and the def2-TZVPD basis)
H 0.409 3.986 -0.670
C -0.263 1.338 -6.992
Br 5.194 2.858 0.347
N -5.291 0.933 -0.727
H 3.267 -0.569 4.449
H -1.005 3.033 -6.151
H 2.930 -4.156 -3.173
H 2.028 3.437 0.995
H 1.138 4.288 2.293
C -1.330 1.541 -3.942
C -3.962 1.004 4.281
H 0.772 2.984 -6.320
H 5.606 0.847 1.786
H 4.923 -0.423 4.812
H 0.469 2.755 -3.959
O -3.119 0.808 -1.395
H 7.072 1.366 1.022
H -3.675 -6.641 -1.741
Br 2.898 -1.668 -2.965
C -2.968 1.458 6.421
H 4.586 -3.928 5.679
H -3.987 2.241 0.326
H 5.829 -2.747 5.812
C -0.108 2.420 -6.014
H 4.643 2.937 -2.657
C 1.403 4.298 1.235
H -5.405 -4.961 -1.655
C 3.934 -3.821 -1.267
N -3.359 -4.652 -2.028
N -0.432 0.522 -7.780
H -6.819 -0.191 -1.624
Br 2.032 -1.026 0.552
N -3.182 0.584 5.421
C -0.835 -1.096 0.417
O 4.143 -4.371 3.231
H 4.913 -3.897 -1.721
C -0.942 3.398 0.901
H 0.404 -1.486 -1.365
H -3.375 2.457 6.212
H 4.699 -0.007 -0.397
H -5.103 -4.170 -3.131
H -3.443 -6.254 -3.425
H -1.766 -0.928 -0.126
H 6.205 0.347 -1.196
C -1.486 3.742 2.217
Br 3.591 -5.501 -0.348
C 0.347 -0.834 -0.498
C -4.732 -4.225 -2.100
C 5.770 0.098 -0.231
H 3.857 -3.066 -0.495
H -5.513 1.772 1.188
C -3.082 -6.021 -2.423
H -5.519 2.924 -0.129
H 4.406 -0.645 3.097
H -4.472 1.949 4.444
H -2.155 -0.931 6.453
H 4.156 -2.338 6.316
C -2.349 -3.775 -1.797
H -1.877 0.945 -4.679
Br 6.496 -1.568 0.459
H 3.676 3.952 -1.639
C 6.026 1.146 0.829
H 1.839 -3.744 -1.909
O -1.165 -4.024 -1.806
H -0.951 -2.145 0.689
H -2.778 -2.772 -1.606
H -0.189 5.339 0.281
C 2.836 -3.530 -2.288
H -3.617 -1.352 5.463
Br 2.303 1.919 -2.011
C -0.023 1.985 -4.542
C 4.065 -3.164 3.204
H -1.970 2.408 -3.743
H 2.010 5.194 1.096
H 3.698 -2.561 2.364
C 0.148 4.300 0.339
H 3.800 5.000 -3.809
H 0.591 1.079 -4.553
H -4.914 -3.243 -1.667
H -6.809 -0.250 0.177
H 0.230 0.192 -0.846
C 3.636 3.318 -2.519
C 4.767 -2.858 5.577
H -0.482 2.403 0.917
H -4.773 0.267 4.186
O -2.377 1.212 7.460
C -5.042 2.010 0.235
H -1.254 0.990 -3.008
N 4.408 -2.385 4.267
H -7.326 1.189 -0.553
C -6.629 0.365 -0.712
H -2.047 -1.044 4.674
C 3.184 4.107 -3.731
H -1.709 3.186 0.150
N -1.897 3.987 3.256
C 4.248 -0.945 4.131
H -3.366 1.034 3.367
Br -0.789 -0.142 2.143
H 2.132 4.370 -3.666
C -4.257 0.370 -1.379
C -2.683 -0.785 5.518
H -2.045 -6.304 -2.282
Br 3.478 3.098 -5.365
H -4.547 -0.541 -1.933
```

The value obtained for the strongest force on any atom is 1.55 eV/Å. The value obtained for the LUMO energy is 0.03 eV. As for the energy: -607447.0067 eV. For the gap between HOMO and LUMO, the calculation gives 9.031 eV. As for the HOMO energy: -0.331 Eh.

3.
Computed, not measured: a structure of composition C36H26BiF2NP2S2, with the ωB97M-V functional and the def2-TZVPD basis.

```
70
C36H26BiF2NP2S2 (the ωB97M-V functional and the def2-TZVPD basis)
H 1.970 4.194 -2.437
H 5.621 -0.543 1.415
C 1.514 2.442 -1.293
H 3.433 0.579 1.545
C 4.946 -2.047 0.042
H 1.316 -1.912 2.884
C 4.787 -0.925 0.841
H -2.172 5.237 -3.204
H 3.993 -3.413 -1.313
C 2.477 -0.783 0.183
H -0.050 -4.621 -0.139
C -2.997 -3.965 0.764
H 1.713 2.917 -0.341
C -1.918 2.204 -1.692
H 1.455 3.129 -4.608
C 1.648 3.162 -2.473
H -4.391 -5.390 -1.973
C 0.939 1.240 -3.730
H -1.361 -2.370 -1.722
C -2.058 3.149 -2.689
C -1.819 2.618 -0.372
H -2.657 6.434 1.136
C 3.874 -2.534 -0.694
C 1.810 -5.119 0.795
N -1.549 3.495 2.281
C 2.590 -3.587 2.474
H 3.330 -3.296 3.207
Bi -1.670 1.055 1.292
C -1.866 5.006 4.088
C 3.555 -0.290 0.911
P -0.947 -2.086 1.121
C 1.360 2.563 -3.691
C -2.856 -3.891 -2.008
H 3.640 -5.365 1.882
C -1.925 4.424 1.395
F -2.161 2.750 -3.970
P 0.902 0.108 0.175
C 2.644 -1.902 -0.627
C -2.288 5.972 3.188
H 1.932 -6.028 0.221
C 2.764 -4.748 1.729
C -1.922 3.982 -0.032
C 0.797 0.525 -2.553
H -2.596 6.949 3.536
H -1.820 5.198 5.150
F -2.055 6.212 -0.868
H -4.523 -5.443 0.495
H 5.906 -2.544 -0.007
C -1.516 3.772 3.581
C -3.748 -4.751 -1.382
C -2.091 4.499 -2.420
C 1.464 -2.805 2.286
C -0.578 -0.710 0.118
C -3.820 -4.782 0.004
C -2.025 4.877 -1.096
H 1.808 -2.285 -1.199
H -2.805 -3.852 -3.089
S 0.874 1.428 1.768
H -1.863 1.158 -1.961
C 1.080 1.124 -1.327
C 0.510 -3.158 1.333
H 0.432 -0.495 -2.578
H -3.054 -3.977 1.847
H -1.198 2.965 4.230
C 0.688 -4.323 0.595
C -2.322 5.688 1.836
C -2.038 -3.068 -1.247
S -1.717 -1.711 2.923
H 0.703 0.773 -4.677
C -2.096 -3.107 0.144
```

The value obtained for the strongest force on any atom is 0.44 eV/Å. The value obtained for the LUMO energy is -0.10 eV. As for the energy: -90768.0973 eV. For the gap between HOMO and LUMO, the calculation gives 7.383 eV. As for the HOMO energy: -0.275 Eh.

4.
Computed, not measured: a structure of composition C11H18Al2BeCl7F13N3O8S2, with the ωB97M-V functional and the def2-TZVPD basis.

```
65
C11H18Al2BeCl7F13N3O8S2 (the ωB97M-V functional and the def2-TZVPD basis)
H -4.291 -6.781 -0.931
C -2.987 1.186 -0.454
C 3.510 2.155 3.255
C 3.523 0.048 -1.199
H 2.969 4.232 4.903
S 0.438 0.927 -1.007
O -6.901 -0.965 -2.527
C 3.730 3.521 5.225
H 2.546 -1.177 0.676
S -1.323 2.095 -0.400
Cl -0.517 2.350 3.081
C 1.841 1.655 -0.073
H 2.376 1.199 5.998
H -6.066 -6.964 -1.021
H 3.689 3.407 6.305
O 2.765 -0.344 1.106
F 0.383 -0.551 -0.456
F -2.922 0.665 -4.514
Cl 2.903 -3.285 -5.296
Cl -5.283 -6.909 1.177
F -0.499 1.738 -3.821
C -5.242 -6.492 -0.498
O -1.462 3.150 -1.335
F -2.252 -1.069 -1.980
C 3.009 0.633 0.141
Be -5.313 -2.966 -2.183
F -2.145 -0.384 1.148
Cl -5.426 -4.673 -0.672
C -3.025 -0.251 0.158
H 3.848 1.220 0.537
F -3.514 1.225 -1.645
Cl 5.217 -4.897 -4.699
H 4.707 3.908 4.935
H 1.536 -1.812 3.576
F -2.384 3.360 -5.035
F -4.248 -1.696 -1.312
O -6.482 1.099 -1.933
H 4.289 -1.797 -1.118
O 3.691 3.089 2.476
N -6.765 0.317 -2.828
N 3.503 2.237 4.582
F -4.223 -0.387 0.733
F -4.319 4.260 2.302
Cl 3.603 -3.851 -2.546
H 3.331 1.130 2.894
C 3.265 1.050 5.384
F -3.763 1.950 0.312
H 2.176 2.581 -0.552
Al -2.007 3.952 2.092
C -2.925 -1.388 -0.916
N 4.650 -0.857 -1.021
O 2.239 -2.046 4.200
H 2.720 -0.391 -1.804
H 3.105 0.189 4.735
O -1.079 2.695 0.969
Al -1.737 1.803 -5.010
F -2.427 -2.489 -0.409
O -6.949 0.653 -3.973
H 1.446 1.910 0.921
C 4.246 -3.524 -4.176
F -1.094 1.380 -6.508
Cl 5.246 -2.075 -4.129
H 3.881 0.922 -1.760
H 5.066 -0.724 -0.109
H 4.122 0.860 6.031
```

The value obtained for the strongest force on any atom is 4.96 eV/Å. Its charge is +1. The value obtained for the LUMO energy is -7.78 eV. As for the energy: -190779.0116 eV. For the gap between HOMO and LUMO, the calculation gives 2.045 eV. As for the HOMO energy: -0.361 Eh.

- Among the records above, which one has the highest energy?
  C2H7N3S

- Which of these has the lowest energy?
  C28H58Br8N6O4

- Which value of strongest force on any atom does entry 1 give?
  4.98 eV/Å

Copy entry 3 word for word.
Computed, not measured: a structure of composition C36H26BiF2NP2S2, with the ωB97M-V functional and the def2-TZVPD basis.

```
70
C36H26BiF2NP2S2 (the ωB97M-V functional and the def2-TZVPD basis)
H 1.970 4.194 -2.437
H 5.621 -0.543 1.415
C 1.514 2.442 -1.293
H 3.433 0.579 1.545
C 4.946 -2.047 0.042
H 1.316 -1.912 2.884
C 4.787 -0.925 0.841
H -2.172 5.237 -3.204
H 3.993 -3.413 -1.313
C 2.477 -0.783 0.183
H -0.050 -4.621 -0.139
C -2.997 -3.965 0.764
H 1.713 2.917 -0.341
C -1.918 2.204 -1.692
H 1.455 3.129 -4.608
C 1.648 3.162 -2.473
H -4.391 -5.390 -1.973
C 0.939 1.240 -3.730
H -1.361 -2.370 -1.722
C -2.058 3.149 -2.689
C -1.819 2.618 -0.372
H -2.657 6.434 1.136
C 3.874 -2.534 -0.694
C 1.810 -5.119 0.795
N -1.549 3.495 2.281
C 2.590 -3.587 2.474
H 3.330 -3.296 3.207
Bi -1.670 1.055 1.292
C -1.866 5.006 4.088
C 3.555 -0.290 0.911
P -0.947 -2.086 1.121
C 1.360 2.563 -3.691
C -2.856 -3.891 -2.008
H 3.640 -5.365 1.882
C -1.925 4.424 1.395
F -2.161 2.750 -3.970
P 0.902 0.108 0.175
C 2.644 -1.902 -0.627
C -2.288 5.972 3.188
H 1.932 -6.028 0.221
C 2.764 -4.748 1.729
C -1.922 3.982 -0.032
C 0.797 0.525 -2.553
H -2.596 6.949 3.536
H -1.820 5.198 5.150
F -2.055 6.212 -0.868
H -4.523 -5.443 0.495
H 5.906 -2.544 -0.007
C -1.516 3.772 3.581
C -3.748 -4.751 -1.382
C -2.091 4.499 -2.420
C 1.464 -2.805 2.286
C -0.578 -0.710 0.118
C -3.820 -4.782 0.004
C -2.025 4.877 -1.096
H 1.808 -2.285 -1.199
H -2.805 -3.852 -3.089
S 0.874 1.428 1.768
H -1.863 1.158 -1.961
C 1.080 1.124 -1.327
C 0.510 -3.158 1.333
H 0.432 -0.495 -2.578
H -3.054 -3.977 1.847
H -1.198 2.965 4.230
C 0.688 -4.323 0.595
C -2.322 5.688 1.836
C -2.038 -3.068 -1.247
S -1.717 -1.711 2.923
H 0.703 0.773 -4.677
C -2.096 -3.107 0.144
```

The value obtained for the strongest force on any atom is 0.44 eV/Å. The value obtained for the LUMO energy is -0.10 eV. As for the energy: -90768.0973 eV. For the gap between HOMO and LUMO, the calculation gives 7.383 eV. As for the HOMO energy: -0.275 Eh.